1.
The following is a DFT calculation (wB97M-V/def2-TZVPD) of a structure of composition C17H19IN3OW at a distorted geometry.

```
! wB97M-V def2-TZVPD RIJCOSX def2/J DEFGRID3
* xyz 2 4
C 1.169 2.560 0.098
C 3.024 0.917 -0.615
H 0.170 2.824 -0.193
H 1.988 3.275 -0.024
H 1.361 2.132 1.086
H 3.195 0.234 -1.451
H 3.560 1.870 -0.619
H 2.908 0.622 0.443
C -1.876 1.692 -1.095
C -3.224 1.435 -1.298
C -3.660 0.301 -1.986
C -2.708 -0.617 -2.356
H -1.513 2.577 -0.578
H -3.950 2.162 -0.954
H -4.715 0.125 -2.213
H -2.957 -1.572 -2.817
N -0.942 0.778 -1.450
C -1.353 -0.338 -2.136
C -0.319 -1.306 -2.302
N 0.883 -0.932 -1.741
C 1.829 -1.887 -1.572
C 0.418 -3.575 -2.573
C 1.619 -3.182 -1.995
H 2.718 -1.609 -1.013
H 2.417 -3.897 -1.839
C -0.584 -2.627 -2.670
H -1.585 -2.887 -2.978
H 0.254 -4.597 -2.915
W 1.165 1.118 -1.259
I 1.295 2.038 -3.642
O 0.963 -0.640 1.392
N 0.464 -0.244 2.562
C -0.873 -0.377 2.809
C -1.420 0.063 4.000
C -0.590 0.633 4.969
C 0.771 0.789 4.702
C 1.282 0.330 3.499
H -1.472 -0.794 2.008
H -2.487 -0.081 4.166
H -1.010 1.000 5.901
H 1.458 1.246 5.420
H 2.326 0.440 3.230
*
```

For the frontier orbital gap (alpha / beta), the calculation gives 4.840 / 4.131 eV. The HOMO energy (alpha / beta) comes out at -12.5 / -14.7 eV. Its LUMO energy (alpha / beta) is -7.7 / -10.6 eV.

Mulliken population analysis, charges in e, atoms 1 to 4:
1 C -1.218
2 C -1.590
3 H 0.049
4 H 0.471

=====

2.
The following is a DFT calculation (wB97M-V/def2-TZVPD) of a cluster of 2 separate species, C17H19N in total at a distorted geometry.

```
! wB97M-V def2-TZVPD RIJCOSX def2/J DEFGRID3
* xyz 0 1
C -0.662 -4.053 -0.222
C -0.489 -2.747 -1.085
C -1.458 -1.591 -0.829
C -1.593 -0.588 -1.779
N -2.030 0.630 -1.187
C -2.183 0.343 0.179
C -2.643 1.181 1.202
C -2.753 0.704 2.504
C -2.371 -0.653 2.759
C -2.001 -1.468 1.712
C -1.809 -0.984 0.417
H 0.343 -4.444 -0.029
H -1.339 -4.809 -0.614
H -0.823 -3.725 0.832
H 0.565 -2.397 -0.995
H -0.511 -2.899 -2.173
H -1.622 -0.615 -2.867
H -1.989 1.578 -1.512
H -2.998 2.153 0.873
H -3.128 1.375 3.240
H -2.753 -1.228 3.627
H -1.923 -2.526 1.856
C 1.904 3.408 0.990
C 2.373 2.350 0.067
C 1.401 1.931 -0.895
C 1.524 0.709 -1.506
C 2.801 0.146 -1.607
C 3.823 0.743 -0.885
C 3.612 1.739 0.058
H 2.149 3.165 2.041
H 0.824 3.464 1.092
H 2.268 4.455 0.664
H 0.510 2.516 -1.036
H 0.639 0.255 -2.020
H 3.082 -0.497 -2.459
H 4.829 0.349 -1.120
H 4.431 2.031 0.704
*
```

For the frontier orbital gap, the calculation gives 8.680 eV. The HOMO energy comes out at -7.9 eV. Its LUMO energy is 0.8 eV.

Mulliken population analysis, charges in e, atoms 1 to 4:
1 C -1.055
2 C -0.503
3 C 0.629
4 C -1.162

=====

3.
The following is a DFT calculation (wB97M-V/def2-TZVPD) of a cluster of 2 separate species, C17H19N in total at a distorted geometry.

```
! wB97M-V def2-TZVPD RIJCOSX def2/J DEFGRID3
* xyz 0 1
C -0.175 3.136 1.452
C 0.306 2.947 0.052
C 1.251 3.594 -0.680
N 1.097 3.339 -2.068
C 0.222 2.241 -2.161
C 0.156 1.262 -3.156
C -0.539 0.078 -2.893
C -1.212 -0.073 -1.671
C -1.095 0.884 -0.672
C -0.289 2.001 -0.898
H -1.087 3.719 1.522
H 0.537 3.615 2.131
H -0.418 2.142 1.831
H 2.036 4.313 -0.500
H 1.978 3.279 -2.562
H 0.506 1.326 -4.183
H -0.492 -0.739 -3.602
H -1.678 -1.024 -1.460
H -1.689 0.766 0.223
C 1.654 -4.785 1.135
C 1.684 -3.279 0.750
C 0.487 -2.453 1.244
C 0.697 -1.273 1.921
C -0.409 -0.631 2.475
C -1.723 -0.892 2.155
C -1.917 -2.066 1.370
C -0.853 -2.807 0.926
H 1.423 -5.345 0.239
H 0.992 -4.961 1.974
H 2.672 -5.004 1.468
H 2.536 -2.718 1.152
H 1.726 -3.056 -0.321
H 1.684 -1.062 2.313
H -0.173 0.172 3.182
H -2.514 -0.340 2.631
H -2.940 -2.309 1.116
H -1.014 -3.647 0.279
*
```

For the frontier orbital gap, the calculation gives 8.738 eV. The HOMO energy comes out at -7.8 eV. Its LUMO energy is 0.9 eV.

Mulliken population analysis, charges in e, atoms 1 to 4:
1 C -0.963
2 C 0.244
3 C -0.647
4 N -0.276

=====

4.
The following is a DFT calculation (wB97M-V/def2-TZVPD) of the ion C17H19N2O2 with charge +1 at a distorted geometry.

```
! wB97M-V def2-TZVPD RIJCOSX def2/J DEFGRID3
* xyz 1 1
C -0.153 -4.564 1.120
O 0.404 -3.965 2.299
C 0.809 -2.669 2.289
C 1.320 -2.190 3.533
C 1.696 -0.863 3.684
C 1.564 -0.043 2.574
N 1.905 1.296 2.423
C 1.619 1.692 1.179
N 1.181 0.631 0.478
C 0.989 0.721 -1.003
O 1.768 1.800 -1.452
C 3.155 1.506 -1.667
C -0.444 1.014 -1.402
C -1.329 -0.052 -1.603
C -2.664 0.212 -1.898
C -3.114 1.535 -2.012
C -4.580 1.787 -2.216
C -2.189 2.585 -1.959
C -0.851 2.328 -1.654
C 1.101 -0.490 1.353
C 0.731 -1.810 1.150
H -0.344 -5.595 1.409
H -1.088 -4.069 0.839
H 0.561 -4.527 0.291
H 1.378 -2.910 4.344
H 2.076 -0.473 4.625
H 2.287 1.897 3.140
H 1.835 2.656 0.758
H 1.317 -0.230 -1.434
H 3.633 2.477 -1.831
H 3.656 0.983 -0.830
H 3.216 0.885 -2.575
H -0.943 -1.071 -1.513
H -3.372 -0.608 -2.049
H -4.789 2.860 -2.262
H -4.949 1.314 -3.136
H -5.153 1.356 -1.386
H -2.514 3.609 -2.163
H -0.119 3.135 -1.607
H 0.396 -2.153 0.163
*
```

For the frontier orbital gap, the calculation gives 8.692 eV. The HOMO energy comes out at -11.8 eV. Its LUMO energy is -3.1 eV.

Mulliken population analysis, charges in e, atoms 1 to 4:
1 C -0.758
2 O -0.436
3 C 0.423
4 C -0.578

=====

5.
The following is a DFT calculation (wB97M-V/def2-TZVPD) of a structure of composition C17H19N2O6PW at a distorted geometry.

```
! wB97M-V def2-TZVPD RIJCOSX def2/J DEFGRID3
* xyz 2 3
W 0.324 1.100 -0.985
O 3.745 -1.861 -1.814
C 3.948 -2.367 -0.546
C 4.930 -3.289 -0.217
C 5.118 -3.664 1.123
C 4.274 -3.233 2.133
C 3.217 -2.394 1.756
C 3.117 -1.862 0.455
C 2.151 -0.753 0.281
O 1.664 -0.368 -0.874
N 1.563 -0.298 1.396
N 0.858 0.791 1.072
C 0.492 1.583 2.064
C -0.454 2.677 1.991
C -1.176 3.111 3.124
C -2.113 4.123 3.036
C -2.395 4.726 1.786
C -1.768 4.302 0.639
C -0.807 3.247 0.735
O -0.181 2.815 -0.359
H 4.440 -2.223 -2.400
H 5.631 -3.680 -0.942
H 5.956 -4.370 1.353
H 4.431 -3.598 3.145
H 2.410 -2.197 2.466
H 0.872 1.379 3.059
H -0.959 2.611 4.047
H -2.736 4.365 3.918
H -3.179 5.491 1.741
H -1.836 4.731 -0.353
C -3.559 1.633 -2.140
O -3.155 0.472 -1.341
P -1.754 -0.325 -1.720
O -1.798 -1.454 -0.563
C -3.040 -2.089 -0.020
O -2.284 -0.939 -3.151
C -1.430 -1.644 -4.106
H -4.178 2.270 -1.513
H -4.092 1.308 -3.013
H -2.688 2.166 -2.514
H -2.666 -2.627 0.841
H -3.412 -2.762 -0.829
H -3.782 -1.320 0.253
H -1.035 -0.970 -4.854
H -2.028 -2.414 -4.595
H -0.636 -2.202 -3.567
*
```

For the frontier orbital gap (alpha / beta), the calculation gives 4.567 / 5.342 eV. The HOMO energy (alpha / beta) comes out at -13.9 / -13.9 eV. Its LUMO energy (alpha / beta) is -9.3 / -8.6 eV.

Mulliken population analysis, charges in e, atoms 1 to 4:
1 W 1.115
2 O -0.441
3 C 0.986
4 C -1.034

=====

6.
The following is a DFT calculation (wB97M-V/def2-TZVPD) of a structure of composition C17H19N2O8Pb.

```
! wB97M-V def2-TZVPD RIJCOSX def2/J DEFGRID3
* xyz 1 1
Pb -0.053 -0.829 0.046
O -0.348 -4.539 1.822
C -0.756 -3.634 1.154
O -0.513 -2.349 1.427
C -1.684 -3.873 -0.047
C -2.755 -2.771 -0.179
C -3.921 -3.248 -1.031
C -3.274 -3.301 -2.439
C -1.871 -2.763 -2.156
O -2.103 -1.812 -1.078
C -1.020 -3.838 -1.470
C 0.480 -3.540 -1.503
O 1.303 -4.413 -1.507
O 0.783 -2.238 -1.561
H -2.134 -4.850 0.111
H -3.012 -2.268 0.748
H -4.731 -2.523 -0.998
H -4.307 -4.208 -0.694
H -3.804 -2.670 -3.149
H -3.228 -4.308 -2.850
H -1.394 -2.251 -2.987
H -1.140 -4.810 -1.945
O 3.589 6.353 0.327
C 2.454 6.660 1.085
N 2.016 5.549 1.918
C 1.549 4.434 1.318
O 1.431 4.351 0.102
C 1.167 3.277 2.195
C 1.063 3.308 3.580
C 0.702 2.152 4.253
C 0.452 1.003 3.521
N 0.535 0.965 2.190
C 0.882 2.080 1.556
H 3.307 5.758 -0.378
H 1.615 6.945 0.449
H 2.712 7.488 1.740
H 2.331 5.508 2.872
H 1.240 4.216 4.142
H 0.611 2.138 5.329
H 0.174 0.078 4.011
H 0.942 2.053 0.473
C 2.225 -0.725 -3.270
C 1.015 -0.158 -3.694
O 0.008 0.228 -3.985
H 2.758 -1.084 -4.155
H 1.897 -1.568 -2.566
H 2.805 0.030 -2.729
*
```

For the frontier orbital gap, the calculation gives 7.711 eV. The HOMO energy comes out at -12.1 eV. Its LUMO energy is -4.4 eV.

Mulliken population analysis, charges in e, atoms 1 to 4:
1 Pb 1.316
2 O -0.579
3 C 0.099
4 O -0.619

=====

no.,electronic energy (Eh)
1,-1262.70947
2,-713.88578
3,-713.91666
4,-918.96533
5,-1627.97076
6,-1563.27700